11
Properties=species:S:1:pos:R:3:forces:R:3:mulliken_charge:R:1 method="wB97M-V/def2-TZVPD" de_lowest_kj_mol=355.8 homo_energy_ev=-7.91 homo_lumo_gap_ha=0.319 total_energy_ha=-376.6283 smiles="NC1=CN1.O=C=O" fmax_ev_per_a=0.83
N -0.371687 0.001780 -2.251037 0.074 -0.089 0.136 -0.42
C 0.095597 0.400556 -1.046443 0.180 0.082 0.116 0.42
C 0.965682 0.794479 -0.183545 0.123 -0.105 -0.222 -0.50
N -0.494039 0.544777 0.267314 -0.287 0.137 -0.008 -0.49
H -1.280174 -0.437388 -2.233939 0.067 0.065 0.022 0.26
H 0.294146 -0.429439 -2.876271 -0.070 0.073 0.077 0.25
H 1.902019 0.682085 0.329041 -0.073 0.040 -0.141 0.32
H -0.957311 1.456544 0.332728 0.018 -0.177 0.006 0.18
O 1.091877 -1.260798 2.049709 -0.759 0.176 0.299 -0.41
C 0.051869 -1.012688 2.519683 0.048 -0.092 0.155 0.80
O -0.956598 -0.810883 3.068263 0.679 -0.109 -0.440 -0.40